[1]
Molecular formula: C12H22N
Method: DFT, the ωB97M-V functional and the def2-TZVPD basis

Each line ends with the Löwdin charge.
CARTESIAN COORDINATES (ANGSTROEM)
C (2.98978, 2.36075, -1.33091)  -0.0384
C (2.28199, 1.08941, -0.98122)  -0.2590
C (3.15954, -0.03133, -0.36890)  -0.0313
C (0.92928, 1.01776, -1.12848)  -0.0170
N (0.23470, -0.19904, -0.60553)  -0.0903
C (0.06647, -1.13103, -1.70948)  0.0368
C (-0.95947, 0.32140, 0.14369)  -0.2895
C (-2.09475, 0.88157, -0.68767)  0.0066
C (-0.62581, 1.17893, 1.34035)  -0.0317
C (-0.97849, 0.36248, 2.31077)  0.0008
C (-1.50057, -0.80129, 1.43881)  -0.4202
C (-0.76124, -2.08492, 1.57766)  -0.0640
C (-3.00832, -1.04729, 1.57270)  -0.0426
H (3.51938, 2.71346, -0.46962)  0.0875
H (3.74266, 2.21233, -2.11480)  0.1041
H (2.25667, 3.10582, -1.57865)  0.0807
H (2.89391, -1.12845, -0.67796)  0.1134
H (3.17697, 0.02014, 0.81972)  0.1383
H (4.18868, 0.10487, -0.49495)  0.0494
H (0.19866, 1.66986, -1.60513)  0.1425
H (0.88561, -0.56517, 0.01799)  0.0969
H (-0.46845, -0.55448, -2.46217)  0.1096
H (1.01315, -1.30877, -2.15174)  0.1023
H (-0.57505, -1.91197, -1.39420)  0.1041
H (-2.24804, 0.25938, -1.54542)  0.0881
H (-2.06368, 1.82137, -1.11051)  0.0711
H (-2.86617, 0.91601, -0.00074)  0.0602
H (-0.13306, 2.13188, 1.47262)  0.1185
H (-1.05954, 0.52101, 3.40329)  0.1361
H (-1.28322, -2.82348, 1.05825)  0.0517
H (-1.02702, -2.29257, 2.75138)  0.1558
H (0.40657, -2.14727, 1.53032)  0.1213
H (-3.38222, -1.35890, 0.61276)  0.0693
H (-3.54219, -0.02190, 1.70126)  0.1234
H (-3.28044, -1.95554, 2.20110)  0.1155

Atoms 1-6, force components in eV/Å:
-0.070 -0.631 -0.398
-0.990 -0.377 0.164
-2.359 -1.290 2.268
1.816 -0.783 0.409
-0.156 2.761 -1.186
-1.688 1.415 -0.750

Properties
Net charge = +1
Multiplicity = 1
Kohn-Sham gap = 11.0167 eV
SMILES = CC(C)=C[N@H+](C)[C@]1(C)C=CC1(C)C
Max |F| = 4.56 eV Å⁻¹
LUMO energy = -2.35 eV

[2]
Molecular formula: C27H33F6GeMoNO11PS4
Method: DFT, the ωB97M-V functional and the def2-TZVPD basis

Each line ends with the Mulliken spin population.
CARTESIAN COORDINATES (ANGSTROEM)
Mo (0.15738, -0.02901, -0.00492)  2.5140
F (-3.38380, -0.52306, 4.04727)  0.0000
C (-3.44973, -0.14001, 2.78251)  0.0010
F (-4.25510, -0.96075, 2.14845)  0.0001
F (-3.86953, 1.10671, 2.74511)  0.0002
S (-1.69031, -0.25707, 2.05882)  0.0297
O (-1.12852, 1.00897, 1.52657)  0.0168
O (-1.51527, -1.31984, 1.08016)  0.0239
N (-0.94569, -0.58329, 3.40508)  -0.0008
S (0.59245, -0.92997, 3.27102)  -0.0022
O (0.98489, -2.06850, 4.01890)  0.0024
O (1.05525, -0.84895, 1.87780)  0.0115
C (1.40660, 0.51605, 4.06618)  0.0030
F (1.05970, 1.63288, 3.42564)  0.0030
F (1.03902, 0.60730, 5.33425)  0.0001
F (2.72199, 0.36347, 3.99175)  0.0007
O (1.25435, -1.48839, -0.98108)  0.0492
S (2.72930, -1.26169, -0.70022)  0.0115
O (3.49566, -1.29546, -1.90784)  0.0129
O (3.19890, -1.97033, 0.43750)  0.0131
S (2.41288, 0.84277, -0.21482)  -0.0057
C (3.13671, 1.59151, -3.26659)  0.0083
Ge (1.36447, 1.42742, -2.47292)  0.1186
C (0.82181, 3.21273, -1.91374)  -0.0458
C (0.68037, 3.63343, -0.59532)  0.0792
C (0.45389, 4.97291, -0.30153)  0.0256
C (0.36596, 5.90532, -1.32282)  0.0012
C (0.49394, 5.49505, -2.64538)  0.0010
C (0.71839, 4.15817, -2.93658)  -0.0151
C (0.40378, 0.31580, -3.74033)  -0.0504
C (1.05761, -0.83834, -4.08948)  0.0052
C (0.59295, -1.64482, -5.14950)  0.0001
C (-0.48371, -1.24798, -5.88350)  -0.0010
C (-1.16511, -0.04409, -5.57904)  -0.0042
C (-2.24745, 0.40119, -6.37665)  0.0010
C (-2.90865, 1.55544, -6.07784)  -0.0004
C (-2.52437, 2.31075, -4.95100)  0.0014
C (-1.47986, 1.91359, -4.16758)  0.0027
C (-0.75545, 0.73294, -4.46275)  0.0378
H (3.00751, 1.89593, -4.30747)  -0.0001
H (3.67144, 0.64584, -3.23868)  -0.0020
H (3.70218, 2.35796, -2.73777)  0.0006
H (0.74303, 2.93145, 0.22861)  -0.0770
H (0.34958, 5.28148, 0.73103)  0.0009
H (0.19359, 6.94864, -1.09249)  0.0001
H (0.42256, 6.21567, -3.44976)  0.0001
H (0.81779, 3.85829, -3.97516)  0.0002
H (1.94542, -1.15308, -3.55873)  -0.0017
H (1.11668, -2.56186, -5.38525)  0.0001
H (-0.83058, -1.83985, -6.72274)  -0.0001
H (-2.53852, -0.19871, -7.23124)  -0.0001
H (-3.73363, 1.88841, -6.69450)  0.0000
H (-3.06914, 3.21161, -4.70061)  -0.0002
H (-1.21827, 2.49580, -3.29579)  0.0069
C (-5.01062, 3.00359, -1.03209)  -0.0002
C (-3.56752, 3.44350, -0.83978)  0.0056
C (-3.23197, 4.62815, -1.72878)  -0.0001
C (-3.25531, 3.74250, 0.61658)  0.0002
O (-2.63746, 2.40234, -1.28061)  0.0508
P (-2.81644, 0.84917, -1.05304)  0.0061
O (-3.43393, 0.47378, 0.23460)  0.0058
O (-1.37978, 0.29290, -1.28179)  0.1541
O (-3.69736, 0.39771, -2.28307)  -0.0007
C (-4.20200, -0.96731, -2.47240)  -0.0020
C (-4.42216, -1.07373, -3.96867)  0.0009
C (-3.19877, -2.00851, -1.99969)  0.0038
C (-5.51312, -1.06903, -1.70813)  -0.0001
H (-5.67228, 3.80184, -0.69166)  0.0003
H (-5.22799, 2.10672, -0.45120)  0.0006
H (-5.21604, 2.80504, -2.08499)  0.0002
H (-3.78614, 5.51022, -1.40431)  0.0005
H (-3.49667, 4.41421, -2.76468)  -0.0002
H (-2.16309, 4.84546, -1.67472)  0.0005
H (-3.78873, 4.63783, 0.93945)  0.0000
H (-2.18347, 3.91198, 0.73571)  0.0016
H (-3.55255, 2.90475, 1.24507)  0.0004
H (-3.47062, -1.01726, -4.49603)  -0.0001
H (-5.06309, -0.26185, -4.31540)  0.0000
H (-4.90281, -2.02468, -4.20626)  0.0000
H (-2.25582, -1.91332, -2.54124)  -0.0049
H (-3.60900, -3.00059, -2.19298)  0.0000
H (-3.00790, -1.92405, -0.92887)  -0.0008
H (-6.22045, -0.32459, -2.07819)  0.0001
H (-5.34187, -0.89845, -0.64545)  0.0002
H (-5.94908, -2.06035, -1.84305)  -0.0001

Atoms 1-6, force components in eV/Å:
-1.412 -1.117 1.077
0.024 0.037 -0.012
-0.182 -0.055 0.047
0.089 0.036 -0.007
0.035 -0.035 -0.035
0.760 0.327 1.055

Properties
Net charge = 0
Multiplicity = 4
Kohn-Sham gap (alpha / beta) = 7.8043 / 7.2896 eV
Max |F| = 2.10 eV Å⁻¹
LUMO energy (alpha / beta) = -0.84 / -1.34 eV

[3]
Molecular formula: C6H14O
Method: DFT, the ωB97M-V functional and the def2-TZVPD basis

Each line ends with the Löwdin charge.
CARTESIAN COORDINATES (ANGSTROEM)
C (-3.69102, 0.20925, 0.59473)  -0.1170
C (-2.37865, -0.50299, 0.46403)  -0.1696
C (-1.20502, 0.12265, 0.47233)  -0.2426
O (-0.02733, -0.54933, 0.41401)  -0.1092
C (1.11673, 0.22776, 0.10417)  -0.2417
C (2.30432, -0.71347, 0.04988)  -0.2392
C (3.62805, 0.01299, -0.15797)  -0.1130
H (-3.56904, 1.29125, 0.47768)  0.0715
H (-4.40550, -0.12664, -0.16422)  0.0682
H (-4.15278, 0.03040, 1.57346)  0.0698
H (-2.37915, -1.58696, 0.37170)  0.1115
H (-1.12668, 1.20954, 0.53689)  0.1292
H (1.26640, 1.00076, 0.87277)  0.1286
H (0.98145, 0.73622, -0.86008)  0.1162
H (2.13245, -1.43883, -0.75243)  0.1149
H (2.32506, -1.28257, 0.98465)  0.1145
H (3.83891, 0.69881, 0.66970)  0.0730
H (3.62403, 0.59909, -1.08314)  0.0732
H (4.45677, -0.69869, -0.21941)  0.0708
H (-1.56686, 0.23570, -1.89587)  0.0346
H (-1.17214, 0.52506, -2.45286)  0.0560

Atoms 1-6, force components in eV/Å:
-0.071 0.081 0.000
0.222 0.080 0.141
-0.343 -0.011 0.185
-0.080 -0.171 -0.048
0.221 0.139 -0.055
-0.038 -0.069 0.027

Properties
Net charge = 0
Multiplicity = 1
Kohn-Sham gap = 9.5791 eV
SMILES = C/C=C/OCCC.[H][H]
Max |F| = 0.39 eV Å⁻¹
LUMO energy = 1.19 eV

[4]
Molecular formula: H40O20
Method: DFT, the ωB97M-V functional and the def2-TZVPD basis

Each line ends with the Löwdin charge.
CARTESIAN COORDINATES (ANGSTROEM)
O (2.80318, 0.19053, -0.81725)  -0.0434
H (3.05606, -0.18626, 0.04527)  0.0667
H (3.16170, 1.04946, -0.52395)  0.0824
O (-0.29282, 3.64664, 3.84912)  -0.0626
H (0.12442, 4.11343, 4.58104)  0.0359
H (-0.27815, 2.77178, 4.26491)  0.0121
O (-0.95070, 0.39917, 3.90433)  -0.0229
H (-0.91611, -0.12977, 4.69962)  0.0514
H (-1.58221, 0.06765, 3.27914)  0.0222
O (-3.82603, 0.62917, 0.96884)  -0.0294
H (-2.97996, 0.43514, 1.36876)  0.0298
H (-3.71107, 0.81471, 0.03782)  0.0306
O (-0.11997, -3.17409, 1.33972)  -0.0531
H (-0.18742, -3.03622, 0.39124)  -0.0192
H (-0.95754, -3.42493, 1.70790)  0.0020
O (-2.14950, 0.09915, -3.68266)  -0.0485
H (-1.90089, 0.06809, -2.75881)  -0.0232
H (-1.30380, 0.30776, -4.09041)  0.0499
O (3.51151, 2.20228, 2.57908)  -0.0450
H (3.60680, 3.06675, 2.95622)  0.0299
H (2.78016, 2.24296, 1.95570)  -0.0037
O (0.57429, 4.18353, -1.17441)  -0.0556
H (-0.19269, 3.79920, -1.62761)  -0.0043
H (0.49083, 5.06363, -1.55181)  0.0432
O (-2.16896, 2.56381, 0.10207)  -0.0645
H (-2.85214, 2.74779, 0.76208)  0.0601
H (-1.64012, 3.36481, 0.24257)  0.0574
O (3.31202, 2.19323, -3.66113)  -0.0528
H (2.62243, 2.27050, -2.99483)  0.0146
H (3.49222, 1.24631, -3.63721)  0.0315
O (-1.45338, 2.37941, -2.30425)  -0.0734
H (-0.67716, 1.95548, -1.91423)  0.0030
H (-2.23162, 1.90020, -2.03921)  0.0211
O (-1.56941, -2.41673, -1.17189)  -0.0437
H (-1.32285, -1.54658, -1.50758)  0.0049
H (-1.89802, -2.77659, -2.00156)  0.0533
O (4.52176, -2.20576, -1.15944)  -0.0339
H (5.23359, -1.76904, -1.62926)  0.0544
H (4.11149, -1.63239, -0.52146)  -0.0058
O (0.08101, 0.22201, -1.28882)  -0.0473
H (-0.12147, 0.58904, -0.42017)  0.0257
H (1.02922, 0.03181, -1.32589)  0.0193
O (-3.39522, -4.21482, 0.81668)  -0.0528
H (-3.60320, -4.62828, -0.02433)  0.0378
H (-2.57940, -3.72847, 0.67299)  -0.0184
O (2.59385, -1.07307, 4.31090)  -0.0494
H (2.96498, -0.20196, 4.20128)  0.0111
H (3.18569, -1.81712, 4.29394)  0.0277
O (0.76301, 1.74506, 1.22624)  -0.0458
H (0.81273, 1.27510, 2.06884)  0.0433
H (-0.08947, 2.19429, 1.25535)  0.0211
O (0.30801, -3.17352, -3.62581)  -0.0570
H (0.30274, -3.48851, -2.71992)  -0.0024
H (-0.10124, -3.72589, -4.28992)  0.0330
O (-5.11016, -1.83582, -0.31895)  -0.0522
H (-4.36652, -1.26982, -0.52772)  -0.0068
H (-5.36455, -1.51358, 0.54237)  0.0234
O (1.82548, -2.90535, -1.04651)  -0.0121
H (2.41200, -2.18147, -0.96363)  -0.0279
H (2.21258, -3.77386, -1.10337)  0.0586

Atoms 1-6, force components in eV/Å:
1.249 0.551 1.591
-0.753 -0.811 -0.161
-0.456 0.529 -1.173
0.336 -0.471 0.794
0.016 0.740 -0.251
-0.437 -0.402 -0.632

Properties
Net charge = 0
Multiplicity = 1
Kohn-Sham gap = 10.2993 eV
Max |F| = 2.77 eV Å⁻¹
LUMO energy = -0.33 eV

[5]
Molecular formula: C4H4NP
Method: DFT, the ωB97M-V functional and the def2-TZVPD basis

Each line ends with the Löwdin charge.
CARTESIAN COORDINATES (ANGSTROEM)
C (-1.63774, 0.92058, -0.17651)  0.0888
C (-0.56657, 0.09677, 0.08742)  -0.3007
C (-1.97307, -0.37402, 0.40654)  -0.3575
C (0.80464, -0.10918, 0.27085)  -0.5855
N (-2.74612, -1.28795, 0.74238)  0.0945
P (1.73307, -1.42186, 0.14056)  0.8177
H (-2.00224, 1.92471, -0.62033)  0.1285
H (1.36628, 1.51076, 0.67463)  0.2081
H (-2.36229, -2.10747, 1.21558)  0.0489
H (2.93944, -1.14365, 0.80818)  -0.1428

Atoms 1-6, force components in eV/Å:
0.298 -0.742 -0.082
-3.424 0.973 0.155
2.480 1.076 -1.385
1.363 5.445 1.248
-1.217 -0.059 0.752
0.206 -2.141 -0.165

Properties
Net charge = 0
Multiplicity = 1
Kohn-Sham gap = 7.4356 eV
Max |F| = 5.75 eV Å⁻¹
LUMO energy = -1.31 eV

[6]
Molecular formula: C2H3NO3S
Method: DFT, the ωB97M-V functional and the def2-TZVPD basis

Each line ends with the Löwdin charge.
CARTESIAN COORDINATES (ANGSTROEM)
C (-0.28632, -0.21199, -0.02368)  -0.2020
C (-1.72662, -0.02092, -0.09217)  -0.0289
N (0.39474, -1.29924, 0.07073)  0.0147
O (2.98462, 0.92474, 1.01111)  -0.3928
O (0.85539, 1.03633, -0.30434)  -0.3510
O (1.70390, -1.20411, 0.03707)  -0.2907
S (2.35686, 0.50025, -0.19360)  0.9575
H (-2.16073, -0.49158, -1.07517)  0.1411
H (-1.77660, 1.01918, -0.19843)  0.0606
H (-2.34524, -0.25266, 0.76847)  0.0915

Atoms 1-6, force components in eV/Å:
4.213 -2.271 -0.006
-0.748 -0.445 -2.166
-2.054 2.728 0.249
0.041 -0.064 0.683
-1.838 -1.850 0.355
1.375 0.364 -0.270

Properties
Net charge = 0
Multiplicity = 1
Kohn-Sham gap = 10.3890 eV
Max |F| = 4.79 eV Å⁻¹
LUMO energy = 0.24 eV

So what do the calculations give for energy above the lowest of the compared OMol25 structures with the same formula, charge and spin? Going down the list: 3.462 2.329 2.133 4.464 4.211 3.361 eV.